# 1
Computed, not measured: 7 unconnected molecules or ions with the total composition C6H28N2O6 in a non-equilibrium geometry, with ωB97M-V/def2-TZVPD.

Positions of all 42 atoms, in Å:
C  -0.103  -2.321  -2.719
C  0.646  -0.984  -2.826
N  -0.246  0.136  -2.560
C  0.111  1.049  -1.447
C  0.513  0.218  -0.187
N  -0.024  0.816  1.026
C  0.647  0.345  2.227
C  1.932  1.093  2.641
H  -0.711  -2.461  -3.617
H  -0.780  -2.310  -1.868
H  0.501  -3.230  -2.729
H  1.030  -0.982  -3.849
H  1.488  -1.016  -2.135
H  -0.417  0.714  -3.369
H  0.988  1.614  -1.750
H  -0.683  1.772  -1.281
H  -0.003  -0.733  -0.370
H  1.594  0.130  -0.172
H  -1.028  0.703  1.084
H  -0.024  0.531  3.069
H  0.918  -0.717  2.244
H  2.489  1.444  1.763
H  2.707  0.579  3.211
H  1.694  1.982  3.221
O  -1.132  -2.539  1.657
H  -0.948  -2.434  2.597
H  -1.642  -1.775  1.332
O  1.220  -4.000  0.641
H  1.398  -3.048  0.666
H  0.337  -4.096  1.024
O  -2.786  -0.270  1.331
H  -3.726  -0.081  1.469
H  -2.708  -0.436  0.362
O  0.598  3.610  1.701
H  -0.280  3.521  2.073
H  0.905  2.776  1.326
O  1.878  3.430  -0.799
H  1.763  3.890  0.047
H  2.827  3.371  -0.943
O  -2.948  -0.523  -1.390
H  -2.960  -1.353  -1.891
H  -2.175  -0.052  -1.770

E_HOMO (Eh): -0.3231
Max |F| (eV/A): 2.40
Energy above the lowest of the compared OMol25 structures with the same formula, charge and spin (kcal per mole): 42.0
Gap between HOMO and LUMO (eV): 9.3
LUMO energy (eV): 0.529
Charge: 0

---

# 2
Computed, not measured: a molecular structure, C28H81AsF6O12 in a non-equilibrium geometry, with ωB97M-V/def2-TZVPD.

Positions of all 128 atoms, in Å:
O  9.538  -22.460  -0.919
H  10.345  -22.464  -0.399
H  9.632  -23.022  -1.691
H  9.326  -21.562  -1.186
As  11.195  -19.823  -4.324
F  11.652  -18.592  -5.554
F  11.291  -21.087  -5.607
F  10.694  -21.157  -3.175
F  11.061  -18.548  -3.035
F  9.466  -19.483  -4.712
F  12.943  -20.016  -3.927
C  5.641  -17.859  -4.235
C  6.983  -17.529  -4.788
O  7.016  -16.168  -5.091
H  5.452  -17.424  -3.254
H  5.574  -18.923  -4.007
H  4.853  -17.618  -4.949
H  7.203  -18.087  -5.698
H  7.804  -17.750  -4.105
H  7.228  -15.694  -4.283
C  16.958  -17.664  -3.540
C  15.634  -18.286  -3.945
O  14.774  -18.374  -2.855
H  17.266  -18.095  -2.587
H  16.836  -16.613  -3.280
H  17.771  -17.735  -4.262
H  15.722  -19.284  -4.373
H  15.167  -17.761  -4.778
H  13.968  -18.762  -3.205
C  12.846  -16.736  -0.318
C  14.388  -16.635  -0.011
O  15.009  -16.180  -1.186
H  12.257  -17.102  0.524
H  12.636  -17.344  -1.198
H  12.497  -15.734  -0.568
H  14.878  -17.550  0.321
H  14.481  -15.905  0.792
H  15.123  -16.930  -1.774
C  13.498  -20.704  -0.517
C  13.048  -22.116  -0.834
O  11.964  -22.489  -0.024
H  14.342  -20.390  -1.131
H  13.762  -20.606  0.536
H  12.722  -19.951  -0.649
H  13.915  -22.764  -0.699
H  12.713  -22.185  -1.869
H  12.247  -22.408  0.890
C  10.113  -15.141  -3.648
C  9.275  -14.846  -2.447
O  7.940  -14.863  -2.768
H  10.093  -14.351  -4.398
H  9.739  -16.104  -3.995
H  11.130  -15.295  -3.287
H  9.463  -13.833  -2.090
H  9.390  -15.503  -1.585
H  7.480  -14.506  -2.005
C  8.078  -17.971  -0.378
C  9.258  -18.821  0.146
C  8.848  -19.742  1.275
O  9.791  -19.670  -0.932
H  7.193  -18.602  -0.455
H  8.281  -17.536  -1.357
H  7.799  -17.145  0.275
H  10.122  -18.236  0.460
H  8.096  -20.491  1.027
H  8.401  -19.153  2.075
H  9.749  -20.286  1.562
H  10.045  -19.035  -1.605
C  10.141  -25.961  -4.434
C  9.395  -24.907  -3.548
C  8.418  -25.679  -2.646
O  10.262  -24.174  -2.704
H  11.138  -25.661  -4.755
H  9.632  -26.147  -5.380
H  10.297  -26.913  -3.927
H  8.792  -24.194  -4.111
H  7.684  -26.188  -3.270
H  7.965  -25.021  -1.904
H  8.984  -26.422  -2.085
H  11.052  -24.039  -3.232
C  10.021  -17.759  -8.285
C  11.097  -16.664  -8.302
C  10.761  -15.530  -7.300
O  12.283  -17.285  -7.801
H  9.034  -17.344  -8.492
H  10.037  -18.342  -7.364
H  10.090  -18.453  -9.122
H  11.227  -16.316  -9.327
H  9.895  -14.948  -7.616
H  11.652  -14.938  -7.090
H  10.490  -16.060  -6.387
H  12.087  -17.750  -6.984
C  11.261  -24.155  -8.216
C  10.601  -22.730  -8.387
C  11.551  -21.687  -8.845
O  9.444  -22.862  -9.205
H  11.826  -24.143  -7.284
H  11.931  -24.534  -8.987
H  10.469  -24.891  -8.075
H  10.282  -22.429  -7.389
H  10.998  -20.767  -9.032
H  11.970  -21.968  -9.812
H  12.441  -21.511  -8.241
H  9.264  -21.964  -9.493
C  14.565  -22.422  -5.001
C  13.844  -23.755  -4.912
C  14.403  -24.586  -3.763
O  12.482  -23.491  -4.664
H  14.382  -21.746  -4.167
H  14.300  -22.028  -5.982
H  15.638  -22.615  -4.992
H  13.827  -24.269  -5.873
H  13.766  -25.459  -3.620
H  14.492  -24.133  -2.775
H  15.417  -24.933  -3.964
H  12.190  -22.750  -5.199
C  5.660  -22.371  -5.816
C  6.999  -21.606  -6.132
C  6.891  -20.622  -7.349
O  7.264  -20.901  -4.980
H  5.707  -22.954  -4.896
H  5.399  -22.987  -6.677
H  4.834  -21.695  -5.596
H  7.766  -22.356  -6.325
H  6.636  -21.141  -8.272
H  7.851  -20.127  -7.499
H  6.099  -19.884  -7.225
H  8.037  -20.346  -5.110

E_HOMO (Eh): -0.3404
Max |F| (eV/A): 2.56
Energy above the lowest of the compared OMol25 structures with the same formula, charge and spin (kcal per mole): 34.6
Gap between HOMO and LUMO (eV): 8.8
LUMO energy (eV): -0.464
Charge: 0

---

# 3
Computed, not measured: a molecular structure, C23H19IN2PdS, with ωB97M-V/def2-TZVPD.

Positions of all 47 atoms, in Å:
Pd  0.982  0.313  0.341
I  1.551  2.088  2.318
C  0.766  3.533  1.035
C  0.622  4.814  1.484
C  0.116  5.799  0.616
C  -0.229  5.471  -0.662
C  -0.089  4.147  -1.144
C  -0.446  3.824  -2.471
C  -0.315  2.554  -2.957
C  0.183  1.531  -2.129
C  0.511  1.831  -0.829
C  0.418  3.137  -0.275
H  0.897  5.082  2.496
H  0.002  6.812  0.976
H  -0.624  6.223  -1.333
H  -0.832  4.612  -3.106
H  -0.593  2.315  -3.974
H  0.257  0.530  -2.526
S  2.121  -0.769  -1.427
C  2.665  -2.187  -0.580
N  2.262  -3.406  -0.858
C  2.932  -4.421  -0.031
C  3.981  -3.577  0.725
N  3.571  -2.197  0.395
H  1.553  -3.596  -1.550
H  3.382  -5.187  -0.656
H  2.210  -4.886  0.638
H  4.992  -3.757  0.364
H  3.954  -3.740  1.799
H  4.167  -1.398  0.542
C  -4.607  -1.083  -0.144
C  -3.865  0.017  -0.618
C  -2.533  0.137  -0.346
C  -1.873  -0.848  0.421
C  -0.530  -0.896  0.815
C  0.093  -1.784  1.623
C  -0.700  -2.851  2.124
C  -2.014  -2.924  1.770
C  -2.626  -1.952  0.940
C  -4.002  -2.037  0.620
H  -5.660  -1.160  -0.377
H  -4.362  0.783  -1.199
H  -1.984  0.996  -0.698
H  1.142  -1.706  1.910
H  -0.249  -3.576  2.787
H  -2.627  -3.734  2.144
H  -4.567  -2.876  1.006

E_HOMO (Eh): -0.5131
Max |F| (eV/A): 0.88
Gap between HOMO and LUMO (eV): 5.5
LUMO energy (eV): -8.503
Charge: +2

---

# 4
Computed, not measured: a molecular structure, BrMn in a non-equilibrium geometry, with ωB97M-V/def2-TZVPD.

Positions of all 2 atoms, in Å:
Mn  34.109  -7.927  -0.618
Br  32.342  -7.181  0.270

E_HOMO (alpha / beta) (Eh): -0.5875 / -0.6028
Max |F| (eV/A): 2.73
Energy above the lowest of the compared OMol25 structures with the same formula, charge and spin (kcal per mole): 2.8
Expectation value of S²: 8.76
Gap between HOMO and LUMO (alpha / beta) (eV): 8.7 / 8.8
LUMO energy (alpha / beta) (eV): -7.291 / -7.558
Charge: +1
2S+1: 6

---

# 5
Computed, not measured: 2 unconnected molecules or ions with the total composition C3H12N in a non-equilibrium geometry, with ωB97M-V/def2-TZVPD.

Positions of all 16 atoms, in Å:
N  -1.790  -1.188  0.990
H  -1.284  -0.691  0.242
H  -2.610  -1.780  0.804
H  -1.073  -1.764  1.443
H  -2.123  -0.420  1.588
C  1.492  0.396  0.587
C  0.880  -0.072  -0.844
C  0.062  1.086  -1.304
H  1.555  1.436  0.906
H  2.538  0.055  0.561
H  0.922  -0.206  1.287
H  0.426  -1.053  -0.736
H  1.651  -0.225  -1.603
H  0.673  1.862  -1.774
H  -0.948  0.793  -1.654
H  -0.370  1.772  -0.493

E_HOMO (alpha / beta) (Eh): -0.7949 / -0.8034
Max |F| (eV/A): 2.09
Energy above the lowest of the compared OMol25 structures with the same formula, charge and spin (kcal per mole): 22.3
Expectation value of S²: 0.75
Gap between HOMO and LUMO (alpha / beta) (eV): 13.4 / 7.5
LUMO energy (alpha / beta) (eV): -8.206 / -14.358
Charge: +2
2S+1: 2

---

# 6
Computed, not measured: C5H9NO2 in the gas phase in a non-equilibrium geometry, with ωB97M-V/def2-TZVPD.

Positions of all 17 atoms, in Å:
C  0.237  1.785  -1.507
N  -0.612  0.698  -1.003
C  -0.110  0.121  0.263
C  -1.266  0.268  1.279
O  -1.221  -0.233  2.371
C  0.334  -1.334  0.047
C  0.878  -1.927  1.309
O  2.057  -2.138  1.465
H  1.283  1.763  -1.191
H  0.055  1.804  -2.583
H  -0.108  2.721  -1.035
H  -0.871  0.079  -1.752
H  0.722  0.779  0.512
H  -2.117  0.870  0.923
H  -0.510  -1.862  -0.408
H  1.087  -1.180  -0.772
H  0.163  -2.213  2.083

E_HOMO (Eh): -0.3387
Max |F| (eV/A): 2.43
Energy above the lowest of the compared OMol25 structures with the same formula, charge and spin (kcal per mole): 50.8
Gap between HOMO and LUMO (eV): 9.9
LUMO energy (eV): 0.722
Charge: 0